{"formula": "C43H37As2BrCl2FN2O12V", "method": "wB97M-V/def2-TZVPD", "symbols": ["V", "C", "C", "C", "C", "C", "C", "C", "F", "C", "C", "C", "O", "C", "C", "N", "C", "C", "O", "O", "H", "H", "H", "H", "H", "H", "H", "H", "H", "H", "H", "Cl", "C", "C", "C", "Cl", "C", "C", "C", "C", "N", "C", "C", "O", "H", "H", "H", "H", "Br", "C", "C", "C", "C", "C", "C", "H", "H", "H", "H", "C", "O", "C", "O", "C", "C", "As", "C", "C", "C", "As", "C", "C", "O", "O", "C", "C", "O", "O", "C", "C", "O", "O", "C", "H", "H", "H", "H", "H", "H", "H", "H", "H", "H", "H", "H", "H", "H", "H", "H", "H", "H"], "positions_angstrom": [[-0.38184, 0.17702, 0.08618], [-3.81817, 5.39700, 4.26782], [-3.22356, 5.89471, 2.95834], [-2.44030, 7.19088, 3.07804], [-1.21954, 7.00248, 3.96541], [-0.39990, 5.83037, 3.49745], [0.93818, 5.73816, 3.79372], [1.70399, 4.65974, 3.34136], [2.99212, 4.63018, 3.66702], [1.17776, 3.66117, 2.57652], [-0.18718, 3.72829, 2.25776], [-0.79369, 2.71074, 1.45604], [-0.03740, 1.73168, 1.02649], [-2.14459, 2.81267, 1.15536], [-2.86696, 3.89309, 1.64614], [-2.32798, 4.83400, 2.39300], [-0.97754, 4.80006, 2.72233], [-2.86060, 1.81085, 0.33013], [-3.97686, 1.96521, -0.08003], [-2.12254, 0.72970, 0.07002], [-4.47344, 6.16262, 4.68157], [-3.04584, 5.17159, 5.00323], [-4.41058, 4.49564, 4.10965], [-4.01464, 6.01973, 2.21938], [-3.10027, 7.95621, 3.48421], [-2.13395, 7.52208, 2.08319], [-1.52182, 6.84296, 5.00321], [-0.60104, 7.89916, 3.96020], [1.42466, 6.50975, 4.37744], [1.78753, 2.84383, 2.22002], [-3.92323, 3.97634, 1.42121], [4.31134, -0.43172, 0.86002], [3.31153, -1.49491, -0.02901], [3.85184, -2.67530, -0.58510], [3.07161, -3.52833, -1.31503], [3.76636, -4.94799, -1.98809], [1.68828, -3.26196, -1.52657], [0.78647, -4.06655, -2.24810], [-0.52058, -3.66838, -2.35946], [-0.94256, -2.47267, -1.76277], [-0.11782, -1.69568, -1.08109], [1.17916, -2.08821, -0.95884], [1.98496, -1.20977, -0.21527], [1.35492, -0.11663, 0.24259], [4.89838, -2.89591, -0.42698], [1.12956, -4.98641, -2.70186], [-1.24002, -4.26295, -2.90336], [-1.96609, -2.13571, -1.84978], [-2.08802, -4.18343, 4.78623], [-1.59418, -2.99812, 3.41670], [-0.32538, -2.44227, 3.41484], [0.04716, -1.57611, 2.39397], [-0.87801, -1.25124, 1.40701], [-2.15093, -1.81539, 1.40657], [-2.51024, -2.69008, 2.41526], [0.37660, -2.68514, 4.20063], [1.04212, -1.15322, 2.40456], [-2.86943, -1.56372, 0.63876], [-3.49946, -3.12660, 2.43489], [4.35404, -0.43135, -3.18600], [2.96022, -0.48139, -3.57056], [2.13006, 0.36246, -2.97771], [2.36200, 1.01583, -1.98700], [0.80667, 0.49007, -3.64925], [0.69093, 0.56134, -4.97511], [-0.77521, 1.46060, -5.89792], [-1.00992, 0.25121, -7.41236], [-2.21144, 0.81018, -4.74894], [-2.21620, 0.66189, -3.42407], [-0.58572, 0.98874, -2.41018], [-0.55208, 2.92765, -2.31278], [-3.55790, 0.40920, -2.78706], [-4.52438, 1.05768, -3.06901], [-3.56843, -0.61598, -1.92707], [-4.86514, -0.88725, -1.34602], [-3.47717, 0.73576, -5.55930], [-3.76694, 1.61967, -6.31825], [-4.09563, -0.42901, -5.43356], [-5.32744, -0.54671, -6.18534], [1.86304, 0.26985, -5.87523], [2.67605, 1.10130, -6.17108], [1.78993, -0.96279, -6.35906], [2.83882, -1.31622, -7.28895], [4.87825, 0.17320, -3.92322], [4.71683, -1.45429, -3.20753], [4.46055, 0.00344, -2.19639], [-0.14373, 0.36748, -8.06179], [-1.89325, 0.57836, -7.95707], [-1.10596, -0.78655, -7.10394], [-0.44882, 3.33311, -3.31836], [0.29791, 3.23028, -1.70423], [-1.49156, 3.27325, -1.88236], [-4.74215, -1.79304, -0.75878], [-5.59931, -1.04402, -2.13175], [-5.16609, -0.04762, -0.72440], [-5.64629, -1.57537, -6.06091], [-5.15078, -0.31624, -7.23264], [-6.06238, 0.14330, -5.77659], [2.61026, -2.32463, -7.61432], [3.80318, -1.27934, -6.78719], [2.84182, -0.62659, -8.12977]], "atomic_forces_ev_per_a": [[-0.49, -0.26, -0.16], [0.01, -0.01, 0.00], [0.00, 0.00, 0.00], [0.01, 0.00, 0.00], [0.00, 0.00, 0.00], [-0.01, 0.00, 0.00], [0.01, 0.00, 0.01], [-0.01, 0.01, 0.01], [0.02, 0.00, 0.00], [-0.01, -0.01, -0.01], [0.00, 0.04, 0.02], [0.03, -0.12, -0.06], [0.09, 0.32, 0.12], [0.00, -0.05, 0.02], [-0.01, 0.01, 0.01], [-0.04, 0.01, -0.01], [0.03, 0.01, 0.02], [0.08, 0.04, -0.07], [-0.07, -0.03, 0.09], [0.02, 0.17, -0.02], [0.00, 0.00, 0.00], [0.00, 0.00, 0.00], [0.00, 0.00, 0.00], [0.00, 0.00, 0.00], [0.00, 0.00, 0.00], [0.00, 0.00, 0.00], [0.00, 0.00, 0.00], [0.00, 0.00, 0.00], [0.00, 0.00, 0.00], [0.00, 0.00, 0.00], [0.00, 0.00, 0.00], [0.00, 0.00, -0.01], [-0.01, -0.01, 0.06], [-0.01, -0.02, 0.00], [0.01, 0.00, 0.02], [0.01, -0.01, -0.01], [-0.01, 0.00, -0.02], [0.01, -0.01, 0.01], [-0.03, 0.01, 0.00], [0.03, 0.06, -0.03], [0.07, 0.00, 0.01], [-0.04, -0.02, 0.00], [0.02, 0.02, 0.00], [0.26, -0.08, 0.08], [0.00, 0.00, 0.00], [0.00, 0.00, 0.00], [0.00, 0.00, 0.00], [-0.07, 0.01, 0.00], [0.00, 0.00, 0.00], [0.01, 0.00, 0.00], [0.00, 0.00, 0.01], [0.00, 0.05, 0.00], [-0.04, -0.04, -0.07], [0.02, 0.00, 0.00], [0.00, 0.00, 0.00], [0.00, 0.00, 0.00], [0.01, 0.00, -0.01], [-0.01, 0.00, -0.02], [0.00, 0.00, 0.00], [0.01, 0.06, -0.04], [0.00, 0.00, 0.01], [-0.10, -0.09, 0.11], [0.07, 0.08, -0.09], [0.08, 0.03, -0.01], [0.01, -0.04, 0.04], [-0.05, 0.03, -0.05], [0.01, -0.01, -0.03], [0.06, 0.09, 0.03], [0.03, -0.11, 0.04], [-0.04, 0.04, 0.09], [0.00, -0.01, -0.02], [-0.05, 0.00, 0.25], [0.01, 0.06, 0.02], [0.07, -0.04, -0.14], [-0.02, 0.00, 0.01], [0.20, -0.19, -0.20], [-0.10, 0.08, 0.03], [-0.08, -0.02, -0.03], [0.01, 0.02, 0.04], [-0.11, 0.05, -0.14], [0.03, 0.00, 0.06], [0.03, -0.03, 0.04], [0.01, 0.00, 0.00], [0.01, 0.01, 0.01], [-0.01, 0.00, -0.02], [0.00, 0.00, 0.00], [0.00, -0.01, 0.00], [0.01, 0.01, 0.02], [0.01, 0.00, 0.00], [-0.02, -0.01, -0.02], [0.01, -0.02, 0.00], [0.01, 0.01, 0.02], [0.01, 0.00, -0.01], [0.01, -0.01, -0.02], [0.01, -0.02, -0.01], [0.00, 0.00, 0.00], [0.01, -0.01, 0.00], [-0.01, 0.00, 0.00], [0.00, 0.00, 0.00], [0.00, 0.00, 0.00], [0.00, 0.00, 0.00]], "spin_multiplicity": 1, "homo_ev": [-13.378, -13.378], "total_charge": 2, "e_above_lowest_kj_mol": 1.1, "energy_ev": -317899.025, "gap_ev": [6.3, 6.3]}

{"formula": "C43H37F11KN7O4", "method": "wB97M-V/def2-TZVPD", "symbols": ["K", "C", "N", "C", "C", "N", "C", "C", "F", "C", "F", "C", "F", "C", "F", "C", "F", "C", "C", "N", "C", "C", "F", "C", "F", "C", "F", "C", "F", "C", "F", "H", "H", "H", "H", "H", "H", "H", "H", "H", "H", "H", "C", "C", "C", "C", "C", "C", "C", "F", "C", "C", "C", "O", "C", "C", "N", "C", "C", "O", "O", "H", "H", "H", "H", "H", "H", "H", "H", "H", "H", "H", "O", "C", "C", "C", "C", "C", "C", "N", "H", "H", "H", "H", "H", "H", "H", "H", "H", "H", "H", "N", "C", "C", "C", "C", "C", "N", "C", "H", "H", "H", "H"], "positions_angstrom": [[0.73399, -1.57045, 0.02411], [-0.17458, -5.20870, -1.09782], [0.31873, -4.22662, -0.16073], [1.78749, -4.31148, -0.03803], [2.57330, -3.81160, -1.29328], [2.83594, -2.37540, -1.36324], [3.78605, -1.83158, -0.60620], [4.69549, -2.42379, 0.31011], [4.67685, -3.77436, 0.53264], [5.61228, -1.70990, 1.06091], [6.42169, -2.37444, 1.91794], [5.72767, -0.34259, 0.94906], [6.63502, 0.36022, 1.67692], [4.88291, 0.29613, 0.04556], [4.97061, 1.64152, -0.09143], [3.97156, -0.40611, -0.69045], [3.17994, 0.28518, -1.54129], [-0.37761, -4.43835, 1.12198], [-0.18746, -3.41623, 2.25872], [-0.88595, -2.17270, 1.97857], [-1.11125, -1.29830, 2.94088], [-0.92336, -1.37870, 4.35330], [-0.37192, -2.49091, 4.91754], [-1.24249, -0.35822, 5.22507], [-1.02424, -0.53201, 6.54904], [-1.78461, 0.83642, 4.79263], [-2.09394, 1.83391, 5.66407], [-1.98411, 0.98072, 3.42690], [-2.47213, 2.14731, 2.94327], [-1.66896, -0.03435, 2.56417], [-1.82079, 0.21071, 1.23519], [0.02015, -6.24329, -0.74650], [-1.25143, -5.08148, -1.21837], [0.30387, -5.10250, -2.07062], [2.10461, -3.69646, 0.80795], [2.07618, -5.35192, 0.20607], [3.49577, -4.40160, -1.37336], [1.99281, -4.05328, -2.18966], [-1.44702, -4.45775, 0.90157], [-0.08840, -5.43288, 1.51853], [-0.56497, -3.93240, 3.15119], [0.88527, -3.24590, 2.45532], [3.70131, 4.91944, 1.25428], [2.23055, 5.28656, 1.09014], [2.07928, 6.37845, 0.04022], [0.61793, 6.62873, -0.28780], [0.01018, 5.35739, -0.80437], [-0.98082, 5.34364, -1.75741], [-1.51756, 4.13017, -2.17680], [-2.50713, 4.16349, -3.10943], [-1.08385, 2.93509, -1.68440], [-0.07404, 2.92445, -0.71143], [0.40931, 1.61667, -0.20093], [0.10242, 0.59420, -0.81928], [1.17871, 1.71209, 1.03054], [1.63753, 2.93737, 1.37916], [1.43583, 4.10704, 0.71119], [0.47189, 4.13422, -0.27599], [1.55506, 0.60458, 2.07953], [1.42854, 0.98073, 3.25193], [1.98913, -0.46239, 1.61004], [4.29323, 5.83189, 1.35083], [4.04887, 4.36325, 0.38218], [3.88904, 4.30618, 2.13211], [1.83880, 5.66442, 2.04421], [2.60936, 6.07020, -0.86672], [2.56697, 7.28126, 0.41419], [0.50636, 7.42677, -1.02441], [0.09097, 6.94975, 0.61825], [-1.35470, 6.26848, -2.17905], [-1.49073, 1.99306, -2.02151], [2.20672, 3.00893, 2.29561], [-3.08184, -3.18636, -0.79241], [-3.74206, -2.17231, -0.61233], [-5.04229, -2.24182, 0.16532], [-5.10364, -1.39594, 1.43523], [-4.93408, 0.11528, 1.20903], [-5.14506, 0.55646, -0.23180], [-3.91612, 0.33494, -1.11299], [-3.31257, -0.98675, -1.10334], [-5.15662, -3.29696, 0.41227], [-5.86718, -1.97833, -0.50308], [-4.33938, -1.74639, 2.13285], [-6.07223, -1.59567, 1.90394], [-3.93074, 0.41629, 1.49491], [-5.61243, 0.66163, 1.86917], [-5.34039, 1.63228, -0.25830], [-6.02549, 0.08219, -0.67509], [-3.14784, 1.03826, -0.78242], [-4.17440, 0.60181, -2.14586], [-2.35304, -1.05271, -1.42981], [1.38314, 1.63503, -6.00871], [1.00395, 0.68205, -5.48847], [0.50699, -0.52878, -4.89217], [0.34029, -1.66781, -5.67346], [-0.16018, -2.80240, -5.06860], [-0.47953, -2.74370, -3.71595], [-0.31112, -1.66302, -2.96726], [0.18000, -0.56670, -3.53678], [0.59878, -1.65290, -6.72398], [-0.30520, -3.71824, -5.62477], [-0.89392, -3.60287, -3.20346], [0.33203, 0.28152, -2.88476]], "atomic_forces_ev_per_a": [[-0.74, -0.82, -0.89], [-0.07, -0.08, 0.01], [0.30, -0.05, 0.23], [-0.04, 0.10, -0.21], [0.14, 0.29, 0.15], [0.07, -0.40, -0.03], [-0.13, 0.00, -0.31], [0.09, -0.01, 0.08], [-0.02, 0.04, 0.00], [0.01, -0.01, 0.03], [-0.03, 0.05, -0.04], [-0.03, 0.03, -0.02], [-0.02, -0.03, -0.04], [0.02, 0.06, 0.03], [-0.01, -0.04, 0.02], [0.07, -0.31, -0.09], [0.00, 0.01, 0.09], [0.17, 0.12, 0.14], [-0.14, 0.09, -0.09], [-0.06, -0.41, 0.13], [-0.13, -0.18, -0.09], [-0.02, 0.07, 0.05], [-0.01, 0.01, -0.02], [0.04, 0.00, 0.01], [-0.02, 0.01, -0.04], [-0.01, 0.02, -0.05], [-0.02, -0.02, -0.02], [0.05, 0.01, 0.08], [0.01, -0.03, 0.03], [0.05, 0.05, 0.05], [0.07, 0.02, 0.04], [-0.02, 0.02, 0.00], [-0.02, 0.01, -0.02], [0.02, 0.00, 0.01], [-0.01, -0.12, 0.01], [0.03, 0.00, -0.04], [-0.05, -0.10, 0.09], [-0.03, -0.02, 0.04], [0.00, -0.02, -0.05], [0.00, -0.02, -0.01], [0.01, -0.01, -0.02], [-0.06, -0.02, -0.01], [0.04, 0.00, -0.01], [-0.06, 0.03, 0.04], [0.06, -0.01, 0.00], [-0.05, 0.03, 0.01], [0.00, -0.09, 0.01], [-0.01, -0.01, -0.03], [-0.01, 0.02, -0.01], [0.02, -0.01, 0.00], [0.08, 0.04, 0.04], [0.03, 0.01, -0.11], [0.19, 0.03, 0.18], [-0.21, 0.82, 0.01], [-0.26, 0.16, 0.01], [0.01, -0.16, 0.15], [0.02, 0.07, -0.06], [-0.01, 0.07, 0.01], [0.06, 0.34, -0.26], [0.09, -0.01, 0.09], [0.47, 0.46, 0.77], [0.00, 0.01, 0.01], [0.01, 0.01, -0.01], [-0.02, -0.02, 0.01], [0.02, 0.01, -0.02], [0.00, 0.01, 0.00], [-0.02, -0.01, 0.00], [0.00, -0.01, 0.00], [0.01, 0.01, -0.01], [-0.01, 0.00, -0.01], [-0.02, -0.02, -0.04], [0.02, 0.01, 0.00], [-0.04, -0.20, -0.09], [0.13, -0.02, 0.09], [-0.07, -0.09, -0.15], [0.04, -0.02, 0.04], [0.00, 0.04, 0.08], [-0.02, -0.01, -0.13], [0.04, 0.13, -0.01], [0.06, -0.11, 0.04], [-0.01, 0.03, 0.02], [0.00, -0.02, -0.01], [0.02, 0.00, -0.02], [0.01, 0.01, 0.02], [-0.03, 0.02, 0.05], [-0.03, -0.02, -0.03], [0.03, -0.01, -0.02], [-0.02, 0.02, 0.03], [0.00, -0.04, 0.03], [0.02, 0.03, 0.01], [-0.06, 0.10, -0.03], [-0.01, -0.02, 0.01], [0.01, -0.02, -0.03], [0.07, 0.19, -0.01], [-0.03, -0.05, 0.04], [0.02, 0.01, 0.05], [-0.04, -0.09, 0.01], [-0.11, 0.29, 0.11], [0.12, -0.34, -0.15], [0.01, 0.02, 0.00], [0.00, -0.01, 0.00], [-0.04, -0.02, 0.01], [0.00, 0.10, 0.03]], "spin_multiplicity": 1, "homo_ev": -1.101, "total_charge": -2, "e_above_lowest_kj_mol": 179.4, "energy_ev": -110030.683, "gap_ev": 4.9}

Q: Number 1 is which compound?
A: C43H37As2BrCl2FN2O12V